Entry 1:
Computed, not measured: C24H42Cl3CoN4O3Si as an isolated structure, with ωB97M-V/def2-TZVPD.

```
78
Properties=species:S:1:pos:R:3:forces:R:3
C -1.728743 -3.213260 1.014814 0.00 -0.06 0.08
C -0.529501 -3.264366 0.304158 0.50 0.19 -0.38
H 1.514988 -3.936511 0.276675 -0.29 -0.02 0.21
H -1.637501 -1.435875 -3.158235 0.11 -0.15 0.02
H 1.376225 -4.982058 2.543333 -0.34 0.07 -0.13
H -1.425280 -1.865657 -0.963925 0.57 0.25 0.33
H -2.078679 2.311030 -3.486569 0.04 0.10 -0.04
H -0.921351 3.580135 -3.943165 0.11 -0.28 0.28
C -0.430932 -4.536041 -2.482009 -0.18 0.10 -0.03
H -0.851907 -1.257214 4.690972 0.23 0.32 -0.60
H 3.891014 -3.163970 -2.983424 -0.02 -0.02 0.30
H -3.375112 0.689792 2.847200 0.16 -0.01 0.40
H 0.221597 6.797803 1.663510 -0.32 -0.18 0.02
H 1.781385 4.065849 2.475064 0.00 0.08 0.14
H -1.064513 -2.631328 -4.335522 -0.12 0.09 -0.06
H 3.549566 -2.332360 0.333447 0.16 0.42 -0.20
Si -0.274839 2.745562 -1.696321 -0.25 1.59 -1.76
N -0.595715 -0.760193 3.837711 -0.38 0.16 0.24
C 3.391093 -1.404761 -0.268096 -0.69 0.77 -0.02
H -0.308202 -5.203702 -1.626922 0.73 0.50 0.04
C -1.019405 2.586968 -3.474180 -0.42 -0.94 0.23
C -1.159484 4.355659 -1.264064 0.03 0.27 0.22
H -2.032541 4.174874 -0.627172 0.05 0.15 -0.19
O 3.206604 -0.307088 0.255965 0.36 -1.12 -0.61
C 0.471168 -0.014881 2.067538 -0.60 -0.04 0.57
H -1.506665 4.886131 -2.155173 -0.06 -0.28 -0.03
H -1.180017 -5.561922 -4.248475 0.32 0.07 0.03
H 2.288896 -3.360284 -2.211465 0.16 -0.07 -0.08
H 0.224957 -4.501527 -4.570756 -0.37 -0.15 0.45
C 0.490644 -4.514597 2.106492 -0.20 0.11 -0.34
Cl 0.621832 2.762250 0.477229 -0.26 -0.20 0.08
C -1.841447 -3.854508 2.250815 0.22 0.02 -0.35
C -2.671521 0.686108 3.697344 -0.48 0.29 0.15
H -2.536699 1.729990 4.029523 -0.16 -0.39 0.01
H 2.010382 -1.060032 -3.092598 0.09 0.08 0.19
H -0.485723 1.868929 -4.107448 -0.05 0.02 0.07
C 3.330199 -3.049075 -2.046606 -0.11 -0.05 0.13
C 1.501722 2.924826 -2.311324 0.10 0.14 0.18
H -2.562080 -2.656362 0.570574 0.23 -0.28 0.34
O 0.584120 -1.719865 -1.198635 1.18 0.11 -0.04
H 2.701876 0.252695 -2.095890 0.15 -0.32 -0.06
H -3.091849 0.082732 4.511766 0.11 0.18 -0.20
H -1.209483 5.860073 1.129419 0.20 0.08 0.19
O -0.543656 3.227635 4.064438 0.07 0.25 -0.62
C 1.355613 4.960570 2.937463 0.24 -0.11 0.18
H -0.803093 -4.992855 3.761620 0.02 0.13 -0.12
C -0.879576 4.093482 3.258270 -0.26 0.43 0.33
H 1.389998 -1.546342 3.379879 -0.25 -0.04 0.04
N -0.068105 5.020210 2.705192 0.13 -0.19 0.17
Cl -1.734524 0.993676 -0.783407 0.36 -0.65 -2.38
H 1.564488 4.939751 4.008030 0.11 0.00 -0.01
N 3.352605 -1.673261 -1.604769 0.16 0.11 0.41
H 1.809844 5.841886 2.484629 0.08 -0.14 0.14
C -0.828636 -3.269335 -2.309670 1.07 -0.80 0.21
Cl -3.463838 3.463395 1.278358 -0.22 -0.30 0.04
C -1.360526 0.191407 3.242373 0.85 -0.17 -0.43
Co -1.661606 2.185978 0.976356 0.92 0.30 2.14
C -0.237314 -5.175287 -3.822988 -0.23 -0.52 -0.47
H 0.451065 -6.026729 -3.710584 -0.30 0.18 -0.08
C -0.608419 6.165653 1.996721 -0.65 0.11 -0.10
H 3.692870 -0.569003 -3.357634 -0.16 0.08 0.26
H -2.800070 -3.851807 2.769461 0.29 0.01 -0.04
C 2.916685 -0.698076 -2.586891 0.18 0.03 -0.08
H -1.264490 6.754770 2.655354 0.24 -0.01 -0.18
H -2.578852 -2.900347 -3.468622 0.24 0.07 0.03
N -0.739966 0.672703 2.170661 -0.42 -0.67 0.72
H 1.476851 3.139773 -3.386371 0.05 -0.23 0.18
H -0.518123 5.055179 -0.723644 0.10 -0.21 0.04
H 1.960770 3.785936 -1.808862 0.02 -0.29 0.06
C -1.556462 -2.506966 -3.367219 0.19 0.33 -0.54
H 1.164114 0.174501 1.270200 0.14 0.01 -0.02
C 0.572265 -0.897421 3.109507 -0.02 0.57 -0.63
C -0.724023 -4.493793 2.798521 0.05 0.01 -0.15
H -1.926080 4.206320 2.905166 0.37 0.02 0.37
C -0.496247 -2.483501 -1.043834 -3.95 -0.31 0.92
H 2.105248 2.034756 -2.113466 -0.01 0.31 -0.04
H 3.766675 -3.668990 -1.255754 0.00 -0.05 -0.32
C 0.575471 -3.927864 0.835977 0.06 0.15 0.20
```
Forces are in eV/Å.

Results
Energy above the lowest of the compared OMol25 structures with the same formula, charge and spin (kcal/mol): 61.34
HOMO-LUMO gap (alpha / beta) (eV): 9.2 / 6.6
Lowest unoccupied orbital energy (alpha / beta) (eV): 0.49 / -2.06
Spin multiplicity: 5
Highest occupied orbital energy (alpha / beta) (eV): -8.708 / -8.700

Entry 2:
Computed, not measured: C24H42ClN6O3PdS4Si2Te as an isolated structure, with ωB97M-V/def2-TZVPD.

```
84
Properties=species:S:1:pos:R:3:forces:R:3
S 2.265512 -1.338170 -0.200631 0.33 -0.34 -0.02
Pd 0.375012 -0.336670 -1.959931 0.92 2.01 -0.94
N 3.687712 0.169230 1.529769 -0.55 0.22 0.40
H -4.012688 -3.407170 4.219569 -0.03 0.04 0.25
Si -0.141788 -4.316970 -1.127331 0.61 -0.83 -0.68
C -0.824688 5.655330 1.652969 0.04 -0.04 -0.06
C -1.061588 2.067830 -1.816831 -1.62 1.13 -2.38
H 4.603312 -0.081670 3.402769 -0.07 0.06 -0.05
C 0.958312 3.842030 0.548869 0.03 0.07 0.09
C 4.742612 0.530230 0.631369 0.24 -0.04 -0.33
H 5.009112 1.574930 0.785069 -0.01 0.04 0.01
H 0.633612 -3.425370 1.062369 0.15 0.30 -0.13
H -3.309788 3.499430 -4.471031 -0.08 0.08 -0.01
C 3.770212 0.471430 2.951769 0.12 -0.03 0.33
H 4.406512 0.391830 -0.393631 0.04 -0.04 0.03
H 0.991212 -1.157670 2.344169 0.67 0.21 0.09
N 1.971812 -0.886270 2.407769 -0.29 -0.22 0.25
H 2.484412 -0.564770 4.410569 0.04 0.18 0.00
C -3.715988 -3.397270 3.176169 0.18 0.82 -0.24
H 4.181012 0.043030 -6.703331 -0.04 0.01 0.08
C -2.647288 3.572830 -2.405831 -0.25 0.05 -0.50
H 2.432412 -0.283370 -6.493831 0.18 0.06 -0.06
C -1.217988 4.346330 1.466369 0.05 -0.11 0.01
H -2.925788 -4.132970 3.055869 0.20 -0.08 -0.06
N -0.982288 1.561430 -3.063231 0.30 0.30 0.36
H 2.336412 5.468730 0.420769 0.16 0.01 0.00
C 0.776712 -3.349770 -2.482631 -0.62 0.02 0.59
C -0.314288 3.445730 0.932569 -0.19 -0.60 -0.08
H 3.633612 -1.424570 -5.839831 -0.02 0.13 -0.01
C 0.470512 6.071330 1.304569 -0.07 -0.37 0.05
Cl -2.041988 -1.180870 -2.217731 1.08 -0.11 0.76
S 1.082412 -0.566670 -4.328931 0.09 -0.37 0.95
Si -3.167688 -1.642370 2.651969 -0.68 -0.25 0.71
H 1.779912 7.648830 1.242369 -0.03 0.08 -0.01
H -1.071188 -3.840470 1.161169 -0.40 -0.10 -0.03
N 0.881812 7.337430 1.561069 0.07 0.33 0.04
H -3.478188 -0.849670 0.291569 0.10 0.15 0.00
C 2.409112 -0.008370 3.476169 -0.13 0.26 0.41
H 3.933212 1.538930 3.111969 -0.01 -0.08 0.00
C -2.660988 3.098030 -3.711131 0.09 -0.08 0.09
S 2.636412 1.056730 -2.502331 -1.57 -0.89 0.09
H -2.208088 4.009830 1.731369 -0.15 0.05 0.00
H -4.570188 -3.730570 2.594869 -0.16 -0.01 -0.14
O 3.495512 0.373630 -4.835031 0.06 0.31 0.52
H -0.799288 -1.997470 3.417069 0.17 -0.19 0.07
H 0.229612 8.027430 1.883369 0.04 0.05 -0.03
H 0.956412 -3.960570 -3.363831 -0.09 -0.27 -0.05
H -1.717188 1.606130 -4.967431 0.00 0.02 -0.09
N -1.874188 3.065630 -1.467831 0.23 -0.22 0.50
H -1.149488 -0.281570 3.124269 0.17 0.27 0.09
C -1.536188 -1.206070 3.549369 -0.48 -0.10 -0.76
H -2.361488 -5.480170 -1.006331 -0.08 -0.14 0.20
Te -0.855088 -1.286570 0.374369 -1.10 -2.00 -0.89
H 2.005412 -5.485470 -0.497331 0.16 0.21 0.05
H 0.620412 -6.397570 0.072169 -0.09 -0.21 0.25
H -4.646388 -0.185970 4.081569 0.03 -0.04 0.22
H -4.146488 0.644230 2.615669 0.11 0.16 -0.09
H -1.783388 -5.398470 -2.653131 0.09 -0.11 -0.21
C 2.499912 0.281630 -3.987331 0.05 0.10 -0.34
H -1.511888 6.380830 2.062369 -0.09 0.02 0.10
C -1.865488 -4.839170 -1.727431 0.63 0.22 0.36
N -0.255688 1.503630 -0.920631 1.08 -1.36 1.46
C -0.317988 -3.373470 0.535669 -0.22 0.69 -0.42
O 0.416712 1.010930 1.366469 0.29 0.48 0.11
C 1.354412 5.145230 0.728969 -0.16 0.04 0.01
H 1.749212 -2.989870 -2.139831 -0.09 0.00 -0.03
C 0.997812 -5.799770 -0.747831 -0.73 0.54 0.04
C 2.636412 -0.600470 1.278369 0.13 -0.68 -0.63
C -2.926388 -1.666570 0.748669 0.62 0.08 0.19
H -3.287588 4.382630 -2.078631 -0.10 0.07 -0.14
H -3.203588 -2.595770 0.255869 0.06 -0.12 0.10
H -2.502488 -3.981970 -1.919531 -0.06 0.18 -0.02
C -4.475588 -0.309670 3.017069 0.56 -0.57 -0.18
H 1.614212 3.104530 0.112169 0.20 0.05 -0.08
H 1.065012 -6.443270 -1.616631 -0.03 -0.15 -0.27
C 3.424012 -0.370870 -6.042931 -0.08 -0.44 -0.62
H 5.628412 -0.085970 0.806169 0.00 0.01 -0.02
C -1.781788 2.057330 -3.984731 -0.23 0.39 0.15
S -0.612188 1.730130 0.634669 0.91 0.86 0.30
H -5.428588 -0.553570 2.556869 -0.13 -0.10 -0.11
H 0.149012 -2.508570 -2.802831 0.29 -0.44 -0.02
O -1.937488 1.233930 0.927769 -0.76 0.52 0.29
H 1.705312 0.824830 3.587169 0.12 -0.10 0.03
H -1.672288 -1.053570 4.615469 -0.13 -0.03 0.14
```
Forces are in eV/Å.

Results
Total charge: +1
HOMO-LUMO gap (alpha / beta) (eV): 5.1 / 5.1
Lowest unoccupied orbital energy (alpha / beta) (eV): -5.13 / -5.12
Highest occupied orbital energy (alpha / beta) (eV): -10.185 / -10.185

Entry 3:
Computed, not measured: a 3-piece molecular cluster, C24H42F2N6O2P overall, with ωB97M-V/def2-TZVPD.

```
77
Properties=species:S:1:pos:R:3:forces:R:3
H 3.960995 1.071279 -0.070032 -0.31 -1.44 1.26
H -4.348745 7.620062 -2.531591 0.02 -0.08 -0.04
C 3.743443 0.315072 0.775875 -1.23 0.26 -0.24
H 6.614085 -4.243345 2.694901 0.02 0.06 -0.01
H -0.645313 -0.729937 -1.732236 1.21 -0.33 1.40
H 8.851441 -4.696401 2.643760 0.02 0.06 -0.04
C -4.865436 -0.998041 -0.490928 2.20 -2.27 3.84
H 3.598295 0.950485 1.727778 0.50 -1.15 -1.35
H 4.612584 -0.444401 0.886170 -1.60 1.34 -0.14
H -1.615418 -3.802941 0.879669 -0.71 1.74 -0.93
H 0.264401 -3.079320 2.189518 0.47 1.36 -1.23
H -5.324122 2.726887 -3.816942 -0.08 0.04 -0.08
H -5.348110 4.392142 -4.400398 -0.04 -0.06 0.04
H 5.582540 -5.192984 0.654036 0.07 0.04 -0.08
C 0.028484 -0.962672 -0.834278 1.80 -0.66 2.56
C -3.906104 -1.965278 1.294866 -1.27 1.26 -2.56
C -1.721296 6.788642 -2.919280 0.14 -0.05 -0.09
C 1.374447 -0.154263 -0.664477 -0.67 -2.43 2.45
H -2.130383 -4.115398 3.621744 0.01 0.67 -0.33
H 9.860437 -3.861816 4.747587 -0.05 0.12 0.00
H 7.257479 -1.825629 2.718903 0.03 -0.01 -0.04
O -6.853411 1.258744 1.145159 0.12 -0.03 -5.80
N -5.107978 -1.194849 0.926140 4.95 -2.03 -3.59
P -3.614368 -2.573398 3.096773 3.14 -1.32 1.16
H -1.699304 -3.498415 -0.929321 -0.39 0.99 1.60
H 9.987595 -2.231316 4.074237 -0.07 -0.02 0.02
H -2.960165 7.385079 -4.557817 -0.03 -0.11 0.03
N -3.004876 -2.211224 0.197028 -3.54 0.86 3.57
C 9.406435 -3.156990 4.045570 0.04 -0.16 0.09
C -1.716297 -2.962529 0.101361 2.56 -0.67 -1.32
H -0.812523 6.774674 -3.527083 -0.03 0.03 0.11
N -2.108946 -3.133257 3.299585 -2.07 0.08 -0.42
H -5.093922 6.598104 -3.739045 0.02 0.01 0.06
H -3.699090 5.688904 -1.173582 -0.04 0.01 -0.04
C 7.353137 -2.410525 1.797758 0.01 0.05 0.15
C -5.421491 3.771671 -3.505110 0.06 -0.12 -0.01
F -6.451019 2.642439 -0.627158 -0.84 -3.86 0.49
C -4.341120 4.117266 -2.488839 -0.02 0.04 0.05
O -8.090260 -1.678597 -1.575870 1.03 4.66 4.07
N -6.873248 0.249048 -1.076191 -1.42 0.80 3.12
H 7.283768 -4.850758 0.340185 -0.06 0.04 -0.02
H -1.764735 7.749892 -2.399127 0.01 -0.09 0.00
C -4.264363 6.644905 -3.025576 -0.09 -0.05 -0.10
C -2.946600 6.593430 -3.800577 -0.07 0.16 0.02
H -5.341621 -0.278906 -2.354100 -0.72 0.05 1.06
C -6.760187 1.342801 -0.087383 0.62 2.43 4.57
H -1.630564 5.996498 -2.172132 0.01 0.06 0.01
H -5.418499 5.688130 -1.489101 0.04 -0.04 -0.02
N -3.620448 -1.622110 -0.865827 -2.73 1.80 -0.78
H -6.417223 3.903305 -3.073288 0.04 0.03 -0.07
C -4.441558 5.551538 -1.966769 0.13 0.04 0.09
H 1.686495 0.647760 -1.428179 -0.72 -1.52 1.28
H -3.352572 3.934991 -2.924494 -0.03 0.07 0.02
N -5.666593 -0.346561 -1.369218 1.38 -0.13 -1.53
C 0.565818 -2.295102 1.414880 1.01 2.23 -2.08
C 6.319877 -4.390094 0.567615 -0.08 -0.15 0.03
H 5.370536 -3.185882 2.059613 0.05 -0.03 0.05
C 9.398576 -3.747502 2.641791 0.05 0.11 -0.04
C 6.372298 -3.582969 1.856710 -0.02 0.14 -0.06
H 6.032238 -3.756991 -0.277140 0.06 -0.05 0.02
H 9.420890 -1.879900 1.574043 -0.02 -0.05 0.02
C 2.327131 -0.428758 0.535365 -2.44 -1.90 -0.05
H -4.431868 3.432887 -1.638969 0.09 0.07 -0.02
H 2.594206 -1.693195 2.505059 -1.41 0.25 -1.71
H -3.755346 -1.415771 3.961408 -0.69 -0.50 -1.21
H -3.240386 -1.620195 -1.831304 -0.04 -0.23 1.21
C 1.901432 -1.502893 1.599574 -2.44 0.47 -3.10
H 7.055549 -1.738261 0.983296 0.01 -0.05 0.02
C -7.940119 -0.722226 -0.766882 -2.22 -5.47 -3.23
H -2.859938 5.649488 -4.347733 -0.04 0.01 0.00
H 8.942427 -3.251923 0.602250 -0.02 0.05 0.03
H 10.428752 -3.988922 2.360496 -0.09 -0.03 -0.03
F -8.843284 -0.658363 0.315186 2.97 1.15 -2.49
C 8.821337 -2.797080 1.591118 -0.01 -0.09 -0.13
H 8.395881 -2.941919 4.399907 0.05 0.02 0.01
H -4.561259 -3.609804 3.468375 -0.13 1.26 -0.68
C -0.402902 -2.056511 0.182684 3.57 2.24 1.19
```
Forces are in eV/Å.

Results
Energy above the lowest of the compared OMol25 structures with the same formula, charge and spin (kcal/mol): 174.50
Total charge: +1
HOMO-LUMO gap (eV): 7.0
Lowest unoccupied orbital energy (eV): -4.36
Highest occupied orbital energy (eV): -11.394